Record 1
Below is a cluster of 4 separate species, H8O4 in total in a non-equilibrium geometry, with properties calculated with ωB97M-V/def2-TZVPD.

LUMO, eV: 0.714
Relative energy (zero: lowest compared OMol25 entry of this formula, charge and spin), kJ/mol: 123.01
HOMO-LUMO gap, eV: 11.66
SMILES: O.O.O.O

Element x y z (Å)
O -0.54 -2.70 0.44
H -0.24 -1.79 0.35
H 0.25 -2.90 1.00
O -0.06 0.18 -0.30
H -0.33 0.79 0.34
H 0.75 0.24 -0.82
O -1.32 1.27 2.09
H -2.16 1.67 2.01
H -1.36 0.34 2.32
O 1.77 1.05 -2.19
H 1.18 1.59 -2.74
H 2.06 0.26 -2.50

natural (NBO) atomic charge list, values in e, 6 entries: -0.94, 0.48, 0.45, -1.03, 0.50, 0.51

Record 2
Below is a cluster of 4 separate species, H8O4 in total, with properties calculated with ωB97M-V/def2-TZVPD.

LUMO, eV: 0.142
Relative energy (zero: lowest compared OMol25 entry of this formula, charge and spin), kJ/mol: 78.53
HOMO-LUMO gap, eV: 10.55
SMILES: O.O.O.O

Element x y z (Å)
O -2.07 -0.21 1.75
H -2.71 -0.05 1.06
H -1.32 -0.59 1.30
O 0.66 1.26 -1.77
H 0.62 1.16 -2.72
H 0.69 2.21 -1.63
O 1.53 -0.64 1.71
H 2.24 -0.11 2.06
H 1.42 -0.34 0.81
O -0.44 -0.90 -0.47
H -0.18 -0.16 -1.02
H -0.44 -1.65 -1.06

natural (NBO) atomic charge list, values in e, 6 entries: -0.96, 0.46, 0.49, -0.95, 0.48, 0.49

Record 3
Below is a cluster of 4 separate species, H8O4 in total in a non-equilibrium geometry, with properties calculated with ωB97M-V/def2-TZVPD.

LUMO, eV: 0.260
Relative energy (zero: lowest compared OMol25 entry of this formula, charge and spin), kJ/mol: 106.99
HOMO-LUMO gap, eV: 10.88
SMILES: O.O.O.O

Element x y z (Å)
O 0.93 0.80 0.81
H 1.63 1.47 0.65
H 1.42 0.35 1.51
H -2.44 -0.50 -3.89
O -1.98 0.30 -3.97
H -1.76 0.48 -2.98
O 1.83 -0.84 3.43
H 1.53 -0.35 4.25
H 2.68 -1.16 3.59
O -0.97 -0.21 -0.63
H -0.13 0.11 -0.20
H -1.39 -0.82 -0.05

natural (NBO) atomic charge list, values in e, 6 entries: -0.94, 0.48, 0.50, 0.46, -0.95, 0.49

Record 4
Below is a cluster of 4 separate species, H8O4 in total in a non-equilibrium geometry, with properties calculated with ωB97M-V/def2-TZVPD.

LUMO, eV: 0.447
Relative energy (zero: lowest compared OMol25 entry of this formula, charge and spin), kJ/mol: 105.77
HOMO-LUMO gap, eV: 11.08
SMILES: O.O.O.O

Element x y z (Å)
O -0.58 1.30 -0.41
H -0.27 1.74 0.35
H 0.22 0.81 -0.61
O -2.30 -0.75 -0.82
H -1.69 0.03 -0.86
H -2.04 -1.41 -0.16
O 1.80 -0.17 -1.55
H 2.47 0.42 -1.26
H 1.37 0.15 -2.31
O 0.67 -0.58 2.35
H 0.57 -0.88 3.24
H -0.23 -0.67 2.05

natural (NBO) atomic charge list, values in e, 6 entries: -0.95, 0.48, 0.49, -0.99, 0.50, 0.46

Record 5
Below is a cluster of 4 separate species, H8O4 in total, with properties calculated with ωB97M-V/def2-TZVPD.

LUMO, eV: 0.139
Relative energy (zero: lowest compared OMol25 entry of this formula, charge and spin), kJ/mol: 91.46
HOMO-LUMO gap, eV: 10.74
SMILES: O.O.O.O

Element x y z (Å)
O 23.73 -30.24 -28.01
H 24.23 -31.03 -27.79
H 22.81 -30.52 -27.98
O 18.60 -31.29 -26.00
H 18.38 -32.19 -25.76
H 18.48 -31.27 -26.95
O 21.19 -31.49 -27.95
H 20.60 -32.18 -27.64
H 20.62 -30.89 -28.42
O 17.81 -30.77 -28.41
H 17.63 -30.97 -29.33
H 16.95 -30.56 -28.04

natural (NBO) atomic charge list, values in e, 6 entries: -0.96, 0.46, 0.49, -0.96, 0.46, 0.48

Record 6
Below is a cluster of 4 separate species, H8O4 in total, with properties calculated with ωB97M-V/def2-TZVPD.

LUMO, eV: 0.298
Relative energy (zero: lowest compared OMol25 entry of this formula, charge and spin), kJ/mol: 76.85
HOMO-LUMO gap, eV: 10.42
SMILES: O.O.O.O

Element x y z (Å)
O 6.56 2.05 -17.05
H 5.64 2.09 -17.30
H 6.95 2.84 -17.44
O 7.58 6.85 -19.32
H 6.90 7.43 -18.98
H 8.24 7.44 -19.69
O 7.18 4.07 -19.15
H 7.50 4.00 -20.04
H 7.46 4.94 -18.86
O 4.38 2.00 -18.96
H 3.85 1.68 -19.69
H 4.61 2.89 -19.20

natural (NBO) atomic charge list, values in e, 6 entries: -0.96, 0.48, 0.48, -0.95, 0.48, 0.48

Record 7
Below is a cluster of 4 separate species, H8O4 in total, with properties calculated with ωB97M-V/def2-TZVPD.

LUMO, eV: 0.411
Relative energy (zero: lowest compared OMol25 entry of this formula, charge and spin), kJ/mol: 59.64
HOMO-LUMO gap, eV: 11.17
SMILES: O.O.O.O

Element x y z (Å)
O 24.01 9.09 17.09
H 24.12 9.93 17.54
H 23.83 8.45 17.79
O 27.06 12.78 18.99
H 27.86 12.80 18.44
H 27.30 12.26 19.77
O 24.68 11.83 17.96
H 25.49 12.26 18.31
H 23.94 12.31 18.34
O 26.40 11.88 15.53
H 25.83 11.94 16.31
H 26.11 12.58 14.94

natural (NBO) atomic charge list, values in e, 6 entries: -0.95, 0.49, 0.46, -0.95, 0.49, 0.48

Record 8
Below is a cluster of 4 separate species, H8O4 in total in a non-equilibrium geometry, with properties calculated with ωB97M-V/def2-TZVPD.

LUMO, eV: 0.465
Relative energy (zero: lowest compared OMol25 entry of this formula, charge and spin), kJ/mol: 115.97
HOMO-LUMO gap, eV: 10.80
SMILES: O.O.O.O

Element x y z (Å)
O 1.13 -0.17 -1.26
H 0.93 0.66 -0.88
H 1.14 -0.03 -2.19
O 1.74 0.14 1.56
H 2.08 -0.22 2.37
H 1.54 -0.60 1.02
O -1.67 0.15 0.91
H -0.85 0.05 1.46
H -2.29 -0.52 1.20
O -1.47 0.19 -1.74
H -0.50 0.15 -1.58
H -1.79 0.19 -0.87

natural (NBO) atomic charge list, values in e, 6 entries: -0.92, 0.48, 0.48, -0.95, 0.47, 0.48

Record 9
Below is a cluster of 4 separate species, H8O4 in total in a non-equilibrium geometry, with properties calculated with ωB97M-V/def2-TZVPD.

LUMO, eV: 0.325
Relative energy (zero: lowest compared OMol25 entry of this formula, charge and spin), kJ/mol: 139.12
HOMO-LUMO gap, eV: 10.98
SMILES: O.O.O.O

Element x y z (Å)
H 0.28 0.15 0.72
H -0.58 -1.03 1.14
H 2.59 2.53 -0.95
H 1.29 3.12 -1.45
H -1.37 -0.55 3.14
H -1.24 0.72 2.31
H -0.79 -2.70 -1.77
H -0.44 -1.53 -2.67
O 0.29 -0.64 1.28
O 1.94 2.44 -1.64
O -1.77 -0.08 2.40
O -0.21 -2.45 -2.50

natural (NBO) atomic charge list, values in e, 6 entries: 0.46, 0.48, 0.47, 0.47, 0.48, 0.47

Record 10
Below is a cluster of 4 separate species, H8O4 in total in a non-equilibrium geometry, with properties calculated with ωB97M-V/def2-TZVPD.

LUMO (spin up / spin down), eV: -3.785 / -11.713
Relative energy (zero: lowest compared OMol25 entry of this formula, charge and spin), kJ/mol: 85.80
HOMO-LUMO gap (spin up / spin down), eV: 11.79 / 3.73
2S+1: 2
Charge: +1

Element x y z (Å)
O 2.12 -1.70 -0.83
H 2.58 -1.83 0.00
H 2.82 -1.54 -1.46
O 0.21 2.37 -0.60
H -0.54 2.71 -0.11
H 0.17 1.43 -0.47
O -0.68 -0.27 -0.27
H -0.06 -0.99 -0.39
H -0.94 -0.04 -1.16
O -2.11 0.25 1.89
H -1.51 0.23 1.14
H -2.05 -0.63 2.27

natural (NBO) atomic charge list, values in e, 6 entries: -0.97, 0.48, 0.49, -0.63, 0.48, 0.48

Record 11
Below is a cluster of 2 separate species, H8P4Si in total in a non-equilibrium geometry, with properties calculated with ωB97M-V/def2-TZVPD.

LUMO (spin up / spin down), eV: 0.781 / -2.076
HOMO-LUMO gap (spin up / spin down), eV: 8.01 / 6.96
2S+1: 3

Element x y z (Å)
Si 0.49 0.01 0.22
P 1.64 1.89 0.17
P 1.04 -1.07 2.30
P -3.28 0.41 -0.30
P 1.70 -1.14 -1.35
H 1.19 1.93 1.50
H 0.84 2.86 -0.48
H -0.13 -1.83 2.48
H 1.69 -2.01 1.53
H -3.29 1.68 -0.90
H -3.83 0.05 -1.46
H 1.01 -2.25 -1.33
H 0.95 -0.52 -2.38

natural (NBO) atomic charge list, values in e, 6 entries: 0.43, -0.18, -0.14, 0.14, -0.14, 0.01

Record 12
Below is a cluster of 2 separate species, H8S2Si3 in total in a non-equilibrium geometry, with properties calculated with ωB97M-V/def2-TZVPD.

LUMO, eV: -0.916
Relative energy (zero: lowest compared OMol25 entry of this formula, charge and spin), kJ/mol: 245.56
HOMO-LUMO gap, eV: 7.10

Element x y z (Å)
Si 3.07 -0.30 0.35
Si -2.68 1.33 0.00
Si -0.55 -1.29 -0.16
S 1.42 1.00 0.35
S -2.41 -0.71 0.62
H 4.01 0.58 -0.27
H 2.45 -1.35 -0.60
H 2.89 -0.72 1.75
H -2.30 1.01 -1.46
H -4.15 1.67 0.03
H -1.53 2.25 0.50
H 0.16 -2.31 0.57
H -0.36 -1.16 -1.68

natural (NBO) atomic charge list, values in e, 6 entries: 0.73, 0.72, 0.98, -0.76, -0.61, -0.13